8 unconnected molecules or ions with the total composition C41H81O11S in a non-equilibrium geometry. Source: the OMol25 dataset; level of theory: ωB97M-V with the def2-TZVPD basis set.

Values from the calculation:
Charge: +1
HOMO: -10.24 eV
Frontier orbital gap: 7.2077 eV
Lowest unoccupied orbital energy: -3.0 eV
Energy above the lowest of the compared OMol25 structures with the same formula, charge and spin: 10.0 kcal per mole
Calculated total energy: -77177.6566 eV
Spin multiplicity: 1

Each line ends with the Mulliken charge.
Geometry (Å):
1 C -2.07 -2.37 -0.57  -0.77
2 C -1.71 -0.90 -0.65  0.70
3 O -1.33 -0.28 0.34  -0.58
4 O -1.90 -0.25 -1.83  -0.24
5 C -1.45 -0.92 -3.00  0.93
6 C -2.56 -1.51 -3.86  -0.67
7 C -2.25 -1.51 -5.35  -0.63
8 C -1.16 -2.54 -5.72  -0.59
9 C 0.09 -1.99 -6.42  -1.06
10 C 0.67 -0.71 -5.83  0.27
11 C 1.52 -0.91 -4.58  1.10
12 C 2.98 -1.30 -4.81  -0.62
13 S 3.38 -3.06 -4.77  0.06
14 C 2.08 -3.88 -3.83  0.06
15 C 2.08 -3.35 -2.41  -0.04
16 O 3.00 -4.06 -1.61  -0.45
17 C 2.65 -3.85 -0.27  0.09
18 O 2.98 -2.85 0.31  -0.38
19 H -3.14 -2.46 -0.69  0.27
20 H -1.62 -2.95 -1.37  0.25
21 H -1.72 -2.74 0.38  0.21
22 H -0.76 -1.71 -2.74  -0.76
23 H -0.89 -0.20 -3.59  0.09
24 H -2.67 -2.56 -3.58  0.21
25 H -3.52 -1.06 -3.63  0.38
26 H -2.03 -0.51 -5.72  0.19
27 H -3.17 -1.81 -5.84  0.36
28 H -1.61 -3.25 -6.41  0.48
29 H -0.90 -3.12 -4.84  0.24
30 H -0.07 -1.90 -7.49  0.45
31 H 0.87 -2.75 -6.32  0.14
32 H -0.08 0.05 -5.63  -0.43
33 H 1.33 -0.27 -6.57  0.87
34 H 1.03 -1.57 -3.87  -1.38
35 H 1.58 0.05 -4.09  0.06
36 H 3.58 -0.81 -4.05  0.18
37 H 3.31 -0.92 -5.77  0.64
38 H 3.17 -3.48 -6.03  0.26
39 H 2.30 -4.94 -3.83  0.57
40 H 1.12 -3.72 -4.30  -0.15
41 H 2.30 -2.28 -2.39  -0.07
42 H 1.06 -3.44 -2.04  0.15
43 H 2.04 -4.65 0.15  0.51
44 C 1.38 -0.61 2.45  0.57
45 C 1.94 0.13 3.66  -0.68
46 C 1.09 -0.45 4.78  -0.34
47 O 0.76 -1.79 4.40  -0.43
48 C 1.10 -1.99 3.03  -0.24
49 H 2.07 -0.65 1.60  -0.34
50 H 0.45 -0.15 2.12  0.06
51 H 2.99 -0.13 3.81  0.31
52 H 1.86 1.21 3.59  0.41
53 H 0.15 0.11 4.90  0.30
54 H 1.61 -0.46 5.74  0.06
55 H 1.99 -2.63 2.98  0.22
56 H 0.28 -2.50 2.53  0.09
57 C -7.74 -2.75 -3.39  -0.57
58 C -6.77 -3.92 -3.58  -0.57
59 C -5.98 -3.47 -4.80  -0.25
60 O -5.93 -2.04 -4.75  -0.36
61 C -6.86 -1.57 -3.76  -0.37
62 H -8.14 -2.68 -2.38  0.34
63 H -8.57 -2.84 -4.09  0.26
64 H -6.12 -4.01 -2.71  0.23
65 H -7.27 -4.88 -3.73  0.36
66 H -6.48 -3.77 -5.73  0.30
67 H -4.96 -3.86 -4.81  0.17
68 H -6.29 -1.21 -2.90  0.20
69 H -7.42 -0.73 -4.18  0.30
70 C 3.93 1.31 -0.08  -0.55
71 C 2.75 2.12 -0.60  -0.33
72 C 3.09 2.27 -2.07  -0.32
73 O 3.83 1.09 -2.44  -0.46
74 C 4.21 0.37 -1.25  0.41
75 H 3.73 0.77 0.84  0.21
76 H 4.79 1.96 0.08  0.31
77 H 1.82 1.54 -0.48  0.03
78 H 2.62 3.07 -0.10  0.43
79 H 3.72 3.14 -2.25  0.30
80 H 2.20 2.35 -2.71  0.18
81 H 3.59 -0.53 -1.18  -0.54
82 H 5.25 0.08 -1.33  0.39
83 C 4.46 -2.04 7.69  -0.51
84 C 3.27 -2.00 8.65  -0.40
85 C 3.79 -1.08 9.75  -0.22
86 O 4.70 -0.17 9.12  -0.41
87 C 4.99 -0.61 7.80  -0.36
88 H 4.19 -2.32 6.68  0.32
89 H 5.21 -2.74 8.06  0.29
90 H 2.41 -1.54 8.16  0.11
91 H 2.97 -2.98 9.02  0.38
92 H 4.34 -1.65 10.51  0.20
93 H 3.00 -0.52 10.25  0.14
94 H 4.47 0.05 7.09  0.18
95 H 6.06 -0.54 7.62  0.28
96 C -1.40 4.38 -5.75  -0.30
97 C -0.48 4.53 -6.96  -0.70
98 C 0.05 3.12 -7.13  -0.43
99 O -1.00 2.24 -6.68  -0.37
100 C -2.00 3.01 -5.99  -0.19
101 H -2.16 5.16 -5.67  0.32
102 H -0.81 4.38 -4.83  0.10
103 H -1.06 4.83 -7.83  0.30
104 H 0.32 5.26 -6.81  0.35
105 H 0.94 2.95 -6.51  0.18
106 H 0.29 2.87 -8.16  0.33
107 H -2.89 3.06 -6.62  0.30
108 H -2.27 2.49 -5.06  0.10
109 C 1.10 1.82 13.92  -0.54
110 C 2.35 2.26 13.16  -0.55
111 C 3.21 1.01 13.22  -0.28
112 O 2.30 -0.10 13.24  -0.40
113 C 0.97 0.37 13.48  -0.40
114 H 0.21 2.41 13.69  0.33
115 H 1.28 1.88 14.99  0.26
116 H 2.09 2.49 12.12  0.25
117 H 2.84 3.13 13.59  0.35
118 H 3.81 0.98 14.14  0.30
119 H 3.88 0.91 12.36  0.18
120 H 0.40 0.28 12.55  0.25
121 H 0.50 -0.27 14.23  0.26
122 C -3.27 5.19 -1.19  -0.59
123 C -4.52 5.98 -1.55  -0.58
124 C -4.35 6.15 -3.05  -0.51
125 O -3.64 4.99 -3.51  -0.33
126 C -3.12 4.27 -2.39  -0.09
127 H -3.35 4.64 -0.25  0.35
128 H -2.41 5.86 -1.11  0.30
129 H -5.41 5.39 -1.34  0.26
130 H -4.60 6.93 -1.03  0.34
131 H -3.75 7.04 -3.29  0.29
132 H -5.30 6.22 -3.58  0.29
133 H -3.71 3.35 -2.27  0.16
134 H -2.08 4.00 -2.59  0.11